a | 11
Properties=species:S:1:pos:R:3:nbo_charge:R:1 method="wB97M-V/def2-TZVPD" molar_mass_g_mol=105.07 e_homo_ev=-9.1 homo_lumo_gap_ha=0.3624
O -0.12 1.22 2.30 -0.637
C 0.15 1.00 1.12 0.477
N -0.41 0.01 0.50 -0.121
O -1.46 -0.62 1.06 -0.524
C -0.20 -0.50 -0.78 -0.119
C 0.81 -0.29 -1.55 0.197
F 0.84 -0.98 -2.71 -0.330
H 0.95 1.50 0.58 0.137
H -1.35 -0.37 2.01 0.502
H -0.82 -1.32 -1.09 0.247
H 1.61 0.36 -1.44 0.170

***

b | 11
Properties=species:S:1:pos:R:3:nbo_charge:R:1 method="wB97M-V/def2-TZVPD" molar_mass_g_mol=105.07 e_homo_ev=-9.0 homo_lumo_gap_ha=0.3554
C 0.91 -0.15 -0.94 -0.303
N 0.75 -0.28 0.35 0.397
O 0.43 -1.26 0.92 -0.474
O 0.89 0.86 1.11 -0.543
H 1.18 0.79 -1.39 0.221
H 0.66 -1.13 -1.41 0.221
H 0.46 0.58 1.95 0.487
C -2.03 -0.61 -1.21 -0.417
C -2.41 -0.15 -0.17 0.426
F -3.06 0.21 0.82 -0.249
H -1.85 -1.05 -2.13 0.234

***

Most stable structure - a; separation to the second - 0.1516 hartree.

***

a | 31
Properties=species:S:1:pos:R:3:nbo_charge:R:1 method="wB97M-V/def2-TZVPD" molar_mass_g_mol=189.21 e_homo_ev=-9.7 homo_lumo_gap_ha=0.3624
C -0.28 2.50 -1.63 -0.040
N -0.47 1.67 -0.67 -0.430
C -0.51 0.29 -1.10 -0.237
C -1.13 -0.58 0.03 -0.418
C -0.69 -2.04 -0.05 -0.512
C 0.10 -2.45 -1.28 0.437
O -0.26 -2.00 -2.32 -0.538
H -0.02 2.25 -2.60 0.147
H -0.43 3.64 -1.48 0.174
H 0.63 0.10 -1.35 0.140
H -1.14 0.01 -2.01 0.227
H -0.81 -0.32 1.09 0.229
H -2.22 -0.41 -0.17 0.238
H 0.05 -2.11 0.77 0.198
H -1.40 -2.75 0.23 0.239
H 1.15 -2.77 -1.18 0.136
O 2.98 -0.12 3.02 -0.940
H 2.60 -0.91 2.48 0.470
H 2.75 0.61 2.31 0.471
O -3.12 1.12 -2.02 -0.965
H -3.33 2.07 -1.85 0.492
H -2.57 0.91 -2.79 0.481
O 2.60 -1.08 -1.43 -0.919
H 2.03 -0.34 -1.50 0.463
H 2.67 -1.39 -0.56 0.465
O 0.62 -0.60 3.63 -0.955
H 0.92 0.23 3.86 0.479
H 1.00 -1.26 4.30 0.479
O -0.56 2.68 2.29 -0.968
H -0.82 1.91 2.71 0.461
H -0.73 2.55 1.31 0.498

***

b | 31
Properties=species:S:1:pos:R:3:nbo_charge:R:1 method="wB97M-V/def2-TZVPD" molar_mass_g_mol=189.21 e_homo_ev=-8.6 homo_lumo_gap_ha=0.3234
C -2.19 0.68 -0.27 -0.506
N -0.75 0.62 -0.37 -0.663
C -0.22 0.14 0.89 -0.247
C 0.80 1.17 1.41 -0.345
C 2.35 0.53 1.19 -0.535
C 2.54 -0.02 -0.13 0.784
O 2.08 -1.13 -0.50 -0.657
O 3.16 0.76 -0.99 -0.668
H -2.80 -0.13 -0.60 0.169
H -2.66 1.04 0.67 0.253
H -2.71 1.37 -0.90 0.197
H -0.51 0.21 -1.28 0.406
H 0.20 -0.89 0.89 0.217
H -0.99 0.21 1.55 0.160
H 0.71 1.40 2.36 0.184
H 0.69 2.17 0.95 0.225
H 3.00 1.55 1.17 0.230
H 2.68 0.02 2.12 0.261
H 3.46 0.23 -1.81 0.508
O -2.37 -2.01 1.21 -0.940
H -3.08 -1.35 1.36 0.470
H -1.68 -1.48 0.73 0.473
O -2.47 1.18 2.41 -0.921
H -1.72 0.48 2.56 0.465
H -2.02 1.93 2.89 0.475
O 0.26 -0.03 -3.45 -0.987
H 1.07 0.35 -3.68 0.495
H -0.16 -0.76 -3.87 0.499
O 1.01 -3.09 -2.35 -0.958
H 1.72 -2.85 -1.64 0.497
H 0.59 -2.29 -2.52 0.458

***

Most stable structure - b; separation to the second - 0.0187 hartree.

***

a | 15
Properties=species:S:1:pos:R:3:nbo_charge:R:1 method="wB97M-V/def2-TZVPD" molar_mass_g_mol=91.11 e_homo_ev=-8.9 homo_lumo_gap_ha=0.3596
N -2.96 -2.79 3.47 -0.844
C -1.60 -2.49 3.63 0.493
O -0.83 -3.36 4.07 -0.603
H -3.57 -2.25 2.84 0.398
H -3.19 -3.76 3.68 0.407
H -1.16 -1.51 3.64 0.148
N 2.21 2.64 -2.85 -0.882
C 1.15 1.95 -1.97 -0.069
N 1.08 0.55 -2.36 -0.854
H 2.88 3.01 -2.17 0.355
H 1.86 3.33 -3.50 0.360
H 1.38 1.85 -0.91 0.189
H 0.28 2.59 -2.27 0.185
H 0.63 0.21 -3.12 0.361
H 1.86 0.05 -2.17 0.356

***

b | 15
Properties=species:S:1:pos:R:3:nbo_charge:R:1 method="wB97M-V/def2-TZVPD" molar_mass_g_mol=91.11 e_homo_ev=-9.3 homo_lumo_gap_ha=0.3765
N 2.60 -0.88 -0.33 -0.823
C 2.32 0.34 0.20 0.520
O 2.68 1.38 -0.31 -0.594
H 2.11 -1.71 -0.04 0.391
H 2.91 -0.91 -1.29 0.400
H 1.62 0.34 1.05 0.108
N -2.03 -0.45 1.13 -0.831
C -1.29 -0.34 -0.14 -0.063
N -1.20 0.94 -0.80 -0.837
H -3.02 -0.35 0.92 0.343
H -1.85 0.42 1.64 0.341
H -1.76 -1.00 -0.87 0.177
H -0.30 -0.77 0.04 0.164
H -0.69 1.62 -0.25 0.352
H -2.11 1.39 -0.93 0.353

***

c | 15
Properties=species:S:1:pos:R:3:nbo_charge:R:1 method="wB97M-V/def2-TZVPD" molar_mass_g_mol=91.11 e_homo_ev=-9.0 homo_lumo_gap_ha=0.3629
C -1.84 -0.03 -0.22 -0.410
N -0.60 -0.78 -0.21 -0.654
C 0.63 -0.07 -0.02 0.636
N 0.66 1.25 -0.59 -0.858
N 0.74 0.00 1.44 -0.879
O 1.71 -0.87 -0.51 -0.752
H -2.00 0.55 0.70 0.185
H -1.83 0.66 -1.06 0.190
H -2.67 -0.73 -0.34 0.202
H -0.50 -1.41 0.68 0.374
H 0.24 1.25 -1.50 0.368
H 1.61 1.57 -0.69 0.378
H 1.26 0.83 1.72 0.368
H 1.23 -0.80 1.82 0.369
H 1.37 -1.42 -1.23 0.482

***

d | 15
Properties=species:S:1:pos:R:3:nbo_charge:R:1 method="wB97M-V/def2-TZVPD" molar_mass_g_mol=91.11 e_homo_ev="-8.2 / -8.3" homo_lumo_gap_ha="0.3129 / 0.3191"
C 1.64 0.59 -0.06 -0.476
C -1.48 0.74 1.09 -0.876
N 1.13 -0.59 0.60 -0.253
N 0.44 -1.45 -0.05 -0.065
N -0.54 -1.31 -0.92 -0.106
O -0.23 -0.43 -1.99 -0.595
H -0.62 -0.87 -2.76 0.483
H 0.22 -2.27 0.52 0.398
H -1.43 -0.05 0.19 0.221
H 0.94 1.07 -0.74 0.212
H 2.54 0.32 -0.63 0.211
H 1.92 1.29 0.72 0.211
H -2.50 0.77 1.47 0.212
H -0.82 0.48 1.90 0.214
H -1.21 1.70 0.67 0.208

***

Most stable structure - b; separation to the second - 0.0075 hartree.

***

a | 10
Properties=species:S:1:pos:R:3:nbo_charge:R:1 method="wB97M-V/def2-TZVPD" molar_mass_g_mol=120.20 e_homo_ev=-8.2 homo_lumo_gap_ha=0.3135
C 2.07 -0.70 -0.43 0.010
N 1.44 0.37 -0.66 -0.414
C 0.44 0.94 -0.01 0.237
N -0.81 0.55 0.17 -0.699
S -1.66 -0.82 -0.08 0.324
S -3.53 -0.10 0.11 -0.103
H 2.88 -1.02 -1.18 0.186
H 1.82 -1.21 0.36 0.152
H 0.63 1.94 0.35 0.186
H -3.28 0.07 1.37 0.121

***

b | 10
Properties=species:S:1:pos:R:3:nbo_charge:R:1 method="wB97M-V/def2-TZVPD" molar_mass_g_mol=120.20 e_homo_ev=-8.7 homo_lumo_gap_ha=0.3099
H 1.80 -1.17 0.07 0.339
N 0.79 -1.08 -0.10 -0.706
C 0.54 0.15 0.02 0.292
N 1.43 1.19 0.26 -0.839
S -1.10 0.80 -0.22 0.338
C -1.99 -0.67 -0.32 -0.487
S -3.60 -0.72 -0.56 0.026
H 2.41 1.02 0.46 0.394
H 1.11 2.04 0.68 0.397
H -1.40 -1.56 -0.28 0.246

***

c | 10
Properties=species:S:1:pos:R:3:nbo_charge:R:1 method="wB97M-V/def2-TZVPD" molar_mass_g_mol=120.20 e_homo_ev=-9.1 homo_lumo_gap_ha=0.3178
H 1.24 -0.19 -1.55 0.335
N 1.64 -0.89 -0.91 -0.656
C 1.32 -0.68 0.30 0.281
N 0.59 0.39 0.85 -0.802
S -0.27 1.47 -0.09 0.537
C -1.77 0.63 -0.44 -0.530
S -2.24 -0.83 0.08 0.038
H 1.64 -1.36 1.06 0.172
H 0.24 0.23 1.78 0.408
H -2.40 1.24 -1.09 0.219

***

Most stable structure - b; separation to the second - 0.0141 hartree.

***

a | 79
Properties=species:S:1:pos:R:3:mulliken_charge:R:1 method="wB97M-V/def2-TZVPD" molar_mass_g_mol=886.16 e_homo_ev="-6.0 / -6.0" multiplicity=3 homo_lumo_gap_ha="0.1769 / 0.1934"
V 0.98 -0.21 1.41 -0.017
C -0.20 -0.70 -4.68 -1.113
C -0.25 0.53 -3.86 1.046
N -1.23 1.38 -3.79 -0.996
N -0.79 2.34 -2.93 0.419
C 0.44 2.09 -2.45 0.188
S 1.38 3.06 -1.41 -0.518
N 0.77 0.93 -3.04 0.635
N 2.00 0.29 -2.93 -0.953
H -1.17 -0.84 -5.16 0.334
H 0.04 -1.56 -4.05 0.176
H 0.58 -0.62 -5.43 0.339
H -1.35 3.14 -2.71 0.232
H 1.84 -0.70 -2.67 -0.029
H 2.50 0.77 -2.18 0.230
S 3.06 -0.83 0.59 -0.389
C 3.20 -1.10 2.31 0.867
C 4.08 -1.99 2.92 -0.816
C 3.97 -2.16 4.28 -0.111
C 2.97 -1.50 5.01 -0.799
C 2.11 -0.68 4.34 -0.232
N 2.25 -0.44 3.02 -0.219
H 4.80 -2.53 2.33 0.462
H 4.65 -2.84 4.79 0.399
H 2.86 -1.65 6.07 0.400
H 1.29 -0.18 4.83 0.454
N 0.24 1.56 1.12 0.829
S -1.11 2.11 1.82 0.246
C -0.71 3.69 2.54 0.024
C -1.70 4.36 3.24 -0.063
C -1.41 5.58 3.82 -0.742
C -0.14 6.12 3.71 -0.406
C 0.85 5.44 3.01 -0.760
C 0.57 4.21 2.42 -0.166
C -2.20 2.63 0.50 0.392
C -3.07 1.66 0.02 -0.375
C -3.92 1.98 -1.03 -0.678
C -3.91 3.26 -1.56 -0.388
C -3.05 4.22 -1.06 -0.988
C -2.17 3.91 -0.04 -0.068
H 0.62 2.14 0.34 -0.511
H -2.70 3.93 3.32 0.461
H -2.18 6.11 4.37 0.397
H 0.08 7.07 4.16 0.406
H 1.84 5.86 2.92 0.419
H 1.33 3.67 1.88 0.399
H -3.07 0.67 0.45 0.523
H -4.58 1.22 -1.43 0.421
H -4.59 3.50 -2.37 0.397
H -3.05 5.22 -1.48 0.378
H -1.47 4.65 0.33 0.407
O -1.32 -0.69 -1.38 -0.282
C -1.33 -1.40 -0.40 -0.590
N -0.35 -1.50 0.55 0.909
S -0.81 -2.23 1.91 1.251
O 0.00 -3.34 2.31 -0.638
O -0.80 -1.08 2.85 -0.601
C -2.40 -2.71 1.34 0.565
C -3.35 -3.50 1.93 -0.814
C -4.48 -3.80 1.18 -0.573
C -4.63 -3.32 -0.12 -0.635
C -3.64 -2.53 -0.70 -0.438
C -2.52 -2.23 0.04 0.195
H -3.21 -3.89 2.93 0.498
H -5.25 -4.43 1.61 0.417
H -5.51 -3.58 -0.68 0.438
H -3.73 -2.17 -1.72 0.580
C 4.69 -1.88 -3.33 -0.507
S 3.46 -2.51 -4.51 -0.139
C 3.04 -3.98 -3.66 -0.170
C 2.13 -4.09 -2.66 -0.217
S 1.06 -2.93 -1.98 -0.001
S 2.05 -5.71 -1.98 -0.052
C 3.26 -6.50 -2.94 0.083
S 3.62 -8.10 -2.82 -0.294
S 3.96 -5.42 -4.07 -0.133
H 4.98 -0.88 -3.65 0.312
H 5.56 -2.53 -3.32 0.385
H 4.25 -1.83 -2.34 -0.092

***

b | 79
Properties=species:S:1:pos:R:3:mulliken_charge:R:1 method="wB97M-V/def2-TZVPD" molar_mass_g_mol=886.16 e_homo_ev="-6.8 / -6.8" multiplicity=3 homo_lumo_gap_ha="0.2548 / 0.2557"
V 0.21 0.56 1.19 0.111
C -1.82 -4.33 2.98 -1.258
C -2.42 -3.26 2.15 1.154
N -3.50 -3.36 1.45 -0.973
N -3.64 -2.12 0.87 0.293
C -2.66 -1.27 1.18 0.400
S -2.44 0.33 0.72 -0.466
N -1.87 -2.00 2.01 0.531
N -0.70 -1.49 2.56 -0.966
H -2.52 -5.16 3.04 0.382
H -1.61 -3.97 3.99 0.312
H -0.88 -4.67 2.54 0.247
H -4.40 -1.93 0.24 0.153
H 0.01 -2.22 2.52 0.350
H -0.87 -1.20 3.52 0.383
S 2.34 1.24 2.30 -0.487
C 1.82 2.67 1.52 0.521
C 2.48 3.92 1.46 -0.793
C 1.89 4.96 0.81 -0.190
C 0.63 4.79 0.19 -0.962
C 0.05 3.55 0.27 -0.403
N 0.63 2.53 0.91 0.509
H 3.45 4.02 1.94 0.466
H 2.38 5.92 0.76 0.395
H 0.13 5.60 -0.31 0.456
H -0.92 3.34 -0.19 0.546
N 0.04 0.81 -1.00 0.298
S -0.96 0.24 -2.10 0.100
C -1.82 1.59 -2.87 0.388
C -3.20 1.55 -2.89 -0.037
C -3.90 2.61 -3.45 -0.687
C -3.22 3.70 -3.96 -0.395
C -1.83 3.74 -3.92 -0.806
C -1.12 2.68 -3.37 -0.300
C 0.01 -0.29 -3.50 0.797
C -0.66 -0.70 -4.65 -0.755
C 0.07 -1.19 -5.72 -0.711
C 1.46 -1.28 -5.63 -0.560
C 2.11 -0.87 -4.48 -0.724
C 1.39 -0.38 -3.40 -0.390
H 0.72 1.45 -1.40 0.173
H -3.73 0.70 -2.46 0.400
H -4.99 2.59 -3.48 0.408
H -3.76 4.53 -4.39 0.397
H -1.29 4.59 -4.32 0.429
H -0.04 2.70 -3.34 0.392
H -1.74 -0.64 -4.71 0.435
H -0.44 -1.51 -6.61 0.406
H 2.02 -1.67 -6.47 0.400
H 3.19 -0.94 -4.41 0.485
H 1.90 -0.05 -2.51 0.165
O 2.88 0.34 -0.57 -0.537
C 2.47 -0.77 -0.33 0.051
N 1.37 -1.10 0.47 0.788
S 0.86 -2.61 0.13 0.857
O -0.35 -2.58 -0.67 -0.520
O 0.82 -3.43 1.32 -0.895
C 2.24 -3.09 -0.83 0.436
C 2.54 -4.34 -1.33 -0.731
C 3.75 -4.46 -2.01 -0.662
C 4.60 -3.36 -2.15 -0.586
C 4.28 -2.12 -1.63 -0.558
C 3.07 -2.00 -0.96 0.039
H 1.87 -5.18 -1.21 0.496
H 4.03 -5.42 -2.42 0.429
H 5.54 -3.50 -2.67 0.426
H 4.93 -1.26 -1.73 0.566
C -3.05 2.14 6.04 -0.676
S -1.47 3.00 6.25 -0.088
C -0.35 1.67 6.00 -0.120
C -0.03 1.10 4.82 0.095
S -0.79 1.50 3.30 -0.165
S 1.11 -0.22 4.96 -0.024
C 1.25 -0.29 6.68 0.020
S 2.21 -1.36 7.46 -0.266
S 0.35 0.97 7.43 -0.172
H -3.83 2.86 6.27 0.332
H -3.12 1.31 6.74 0.256
H -3.15 1.79 5.02 0.186

***

c | 79
Properties=species:S:1:pos:R:3:mulliken_charge:R:1 method="wB97M-V/def2-TZVPD" molar_mass_g_mol=886.16 e_homo_ev="-7.0 / -6.9" multiplicity=3 homo_lumo_gap_ha="0.2437 / 0.2564"
V 0.24 0.15 -0.45 0.132
C -5.02 0.35 0.19 -1.018
C -4.29 -0.22 1.35 0.954
N -4.82 -0.63 2.46 -0.901
N -3.74 -1.08 3.18 0.289
C -2.56 -0.96 2.55 0.089
S -1.07 -1.41 3.16 -0.399
N -2.92 -0.40 1.36 0.011
N -2.10 -0.07 0.28 0.137
H -6.08 0.40 0.44 0.375
H -4.89 -0.27 -0.69 0.193
H -4.65 1.35 -0.04 0.185
H -3.86 -1.43 4.11 0.174
H -2.34 0.91 -0.01 0.385
H -2.35 -0.69 -0.49 -0.148
S 2.41 0.16 -1.20 -0.541
C 2.67 0.42 0.52 0.768
C 3.90 0.61 1.14 -0.915
C 3.91 0.90 2.49 -0.218
C 2.71 0.99 3.18 -1.069
C 1.53 0.77 2.50 -0.502
N 1.52 0.48 1.20 0.360
H 4.81 0.55 0.56 0.480
H 4.85 1.06 3.00 0.408
H 2.68 1.24 4.24 0.432
H 0.57 0.82 2.99 0.620
N 0.17 -1.82 0.09 0.771
S -0.24 -3.05 -0.84 0.273
C 0.41 -4.49 0.01 0.359
C -0.05 -5.75 -0.36 -0.446
C 0.50 -6.87 0.24 -0.716
C 1.50 -6.73 1.20 -0.461
C 1.95 -5.47 1.55 -0.653
C 1.41 -4.34 0.94 -0.325
C -2.00 -3.36 -0.63 0.109
C -2.81 -3.13 -1.72 -0.149
C -4.19 -3.23 -1.57 -0.740
C -4.73 -3.54 -0.33 -0.473
C -3.90 -3.77 0.76 -0.793
C -2.53 -3.68 0.62 -0.162
H -0.07 -1.98 1.07 -0.224
H -0.83 -5.86 -1.10 0.445
H 0.14 -7.86 -0.03 0.396
H 1.92 -7.61 1.67 0.382
H 2.73 -5.36 2.29 0.418
H 1.77 -3.35 1.20 0.522
H -2.38 -2.86 -2.68 0.494
H -4.84 -3.05 -2.42 0.449
H -5.80 -3.61 -0.21 0.432
H -4.33 -4.01 1.73 0.410
H -1.87 -3.84 1.47 0.548
O -2.46 2.49 -0.35 -0.919
C -1.33 2.97 -0.51 -0.020
N -0.17 2.28 -0.54 0.882
S 1.12 3.32 -0.79 0.907
O 1.70 3.15 -2.09 -0.546
O 1.99 3.31 0.35 -0.687
C 0.15 4.79 -0.82 0.393
C 0.57 6.09 -1.01 -0.737
C -0.43 7.06 -1.07 -0.488
C -1.77 6.72 -0.95 -0.686
C -2.16 5.40 -0.77 -0.245
C -1.17 4.44 -0.70 -0.360
H 1.61 6.35 -1.11 0.478
H -0.16 8.10 -1.22 0.423
H -2.53 7.49 -1.01 0.409
H -3.20 5.11 -0.67 0.512
C -0.97 4.48 -4.06 -1.119
S -1.61 2.82 -3.72 -0.052
C -0.26 1.82 -4.22 0.057
C -0.04 0.59 -3.74 0.218
S -0.98 -0.27 -2.53 -0.485
S 1.29 -0.28 -4.47 0.026
C 1.82 0.95 -5.56 0.070
S 3.10 0.81 -6.58 -0.249
S 0.83 2.37 -5.47 -0.115
H -1.67 5.17 -3.59 0.323
H -0.92 4.69 -5.12 0.527
H 0.01 4.60 -3.60 0.335

***

Most stable structure - c; separation to the second - 0.0326 hartree.

***

a | 15
Properties=species:S:1:pos:R:3:nbo_charge:R:1 method="wB97M-V/def2-TZVPD" molar_mass_g_mol=93.10 e_homo_ev=-3.2 charge=-1 homo_lumo_gap_ha=0.2561
C 0.76 -1.15 -0.53 -0.035
O 1.68 -0.85 0.47 -0.946
C -0.67 -0.88 0.09 -0.479
C -1.22 0.53 -0.20 -0.065
O -2.66 0.40 -0.56 -0.757
H 0.91 -0.32 -1.30 0.101
H 0.96 -2.13 -0.93 0.126
H -0.43 -1.04 1.14 0.224
H -1.34 -1.67 -0.31 0.183
H -1.19 1.15 0.67 0.173
H -0.67 1.01 -1.01 0.168
H -2.64 0.75 -1.45 0.451
H 1.88 1.71 1.59 0.432
H 1.99 0.53 0.53 0.499
O 1.95 1.60 0.64 -1.075

***

b | 15
Properties=species:S:1:pos:R:3:nbo_charge:R:1 method="wB97M-V/def2-TZVPD" molar_mass_g_mol=93.10 e_homo_ev=-3.6 charge=-1 homo_lumo_gap_ha=0.2934
C 0.46 0.08 1.40 -0.460
C -0.02 1.23 0.52 -0.057
O -1.21 0.80 -0.10 -0.890
C 0.86 -1.01 0.30 -0.004
O -0.20 -1.32 -0.45 -0.846
H -0.27 -0.35 1.99 0.197
H 1.30 0.51 2.07 0.161
H -0.39 2.16 1.12 0.130
H 0.69 1.54 -0.29 0.137
H -0.96 -0.36 -0.52 0.468
H 1.83 -0.61 -0.32 0.075
H 1.39 -1.93 0.71 0.117
H -0.43 -0.32 -1.87 0.489
H -1.92 -0.24 -1.99 0.461
O -1.14 -0.19 -2.58 -0.979

***

c | 15
Properties=species:S:1:pos:R:3:nbo_charge:R:1 method="wB97M-V/def2-TZVPD" molar_mass_g_mol=93.10 e_homo_ev=-2.3 charge=-1 homo_lumo_gap_ha=0.2072
C 0.56 0.37 0.21 -0.467
C 0.34 -1.10 0.49 -0.067
O -0.54 -1.83 -0.40 -0.758
C 1.34 1.06 1.35 0.013
O 1.47 2.38 1.23 -0.949
H 1.08 0.49 -0.75 0.178
H -0.42 0.87 0.13 0.175
H -0.05 -1.15 1.51 0.146
H 1.29 -1.65 0.50 0.158
H -1.26 -1.19 -0.48 0.462
H 2.32 0.52 1.29 0.058
H 0.78 0.75 2.32 0.049
H -2.07 0.10 -2.87 0.472
H -2.08 -1.29 -2.28 0.476
O -2.60 -0.48 -2.31 -0.946

***

Most stable structure - a; separation to the second - 0.0085 hartree.